{"formula": "C45H40BrCl3CoN6O4S2", "method": "the ωB97M-V functional and the def2-TZVPD basis", "homo_lumo_gap_ev": [6.045, 6.080], "energy_ev": -231353.59255, "s_squared": 0.756, "spin_multiplicity": 2, "homo_ha": [-0.255, -0.256], "elements": ["Co", "C", "O", "C", "C", "C", "C", "C", "C", "N", "N", "C", "O", "C", "C", "C", "C", "C", "C", "C", "O", "H", "H", "H", "H", "H", "H", "H", "H", "H", "H", "H", "H", "Br", "C", "C", "C", "C", "C", "C", "N", "C", "C", "C", "C", "C", "C", "N", "H", "H", "H", "H", "H", "H", "H", "H", "H", "Cl", "C", "C", "C", "C", "C", "C", "N", "C", "C", "N", "C", "O", "C", "C", "C", "Cl", "S", "C", "C", "C", "Cl", "C", "H", "H", "H", "H", "H", "H", "H", "H", "H", "H", "H", "H", "H", "C", "S", "C", "H", "H", "H", "H", "H", "H"], "coordinates": [[0.6366, -0.8930, 1.8046], [2.1810, -4.9482, 2.0405], [3.5150, -4.4711, 2.1387], [3.7308, -3.3811, 2.9452], [4.7945, -3.4417, 3.8159], [5.1211, -2.3581, 4.6347], [4.3463, -1.2253, 4.5736], [3.2572, -1.1320, 3.6917], [2.5177, 0.1072, 3.6844], [1.4757, 0.3183, 2.9706], [0.8191, 1.5349, 3.1213], [-0.2679, 1.5167, 2.3991], [-0.6585, 0.5247, 1.6733], [-1.1180, 2.7416, 2.3781], [-2.3776, 2.6845, 1.7873], [-3.1641, 3.8247, 1.7022], [-2.6953, 5.0316, 2.2025], [-1.4393, 5.0914, 2.7943], [-0.6537, 3.9532, 2.8841], [2.9423, -2.2069, 2.8217], [2.0188, -2.1748, 1.9023], [1.6014, -4.3754, 1.3165], [1.6788, -4.8996, 3.0120], [2.2558, -5.9887, 1.7278], [5.3702, -4.3586, 3.8445], [5.9633, -2.4197, 5.3103], [4.5724, -0.3735, 5.2051], [2.8422, 0.9093, 4.3444], [-2.7258, 1.7385, 1.3925], [-4.1467, 3.7681, 1.2492], [-3.3071, 5.9224, 2.1345], [-1.0697, 6.0314, 3.1842], [0.3296, 3.9859, 3.3329], [1.2430, -2.9692, -5.1364], [0.7037, -2.7206, -3.3417], [1.4835, -1.9599, -2.4912], [1.0858, -1.7917, -1.1747], [-0.0938, -2.3674, -0.7191], [-0.8820, -3.1152, -1.5931], [-0.4790, -3.3000, -2.9036], [-0.4084, -2.1541, 0.6503], [-1.3292, -2.7979, 1.2415], [-1.5493, -2.6114, 2.6832], [-2.5886, -3.2452, 3.3469], [-2.7212, -3.0343, 4.7125], [-1.8177, -2.2070, 5.3542], [-0.8045, -1.6155, 4.6080], [-0.6739, -1.8176, 3.3082], [2.3953, -1.4992, -2.8454], [1.6962, -1.2039, -0.5008], [-1.8201, -3.5507, -1.2781], [-1.0839, -3.8797, -3.5876], [-1.9581, -3.5248, 0.7352], [-3.2748, -3.8842, 2.8071], [-3.5206, -3.5105, 5.2645], [-1.8867, -2.0162, 6.4159], [-0.0737, -0.9568, 5.0636], [-1.9950, -1.5000, -6.3626], [-1.8104, -0.2246, -5.2011], [-1.3494, 1.0151, -5.6154], [-1.2775, 2.0372, -4.6884], [-1.6446, 1.8565, -3.3573], [-1.6892, 3.0650, -2.4436], [-0.3294, 3.7367, -2.2849], [0.6426, 2.7881, -1.7878], [1.8641, 2.4426, -2.3178], [2.3829, 1.5091, -1.4661], [1.5054, 1.2675, -0.4360], [0.4825, 2.0470, -0.6660], [-2.5812, 4.0564, -2.9448], [-3.9086, 3.8967, -2.4572], [-4.6249, 2.7379, -3.0910], [-5.3824, 1.8237, -2.4284], [-5.6962, 1.7767, -0.7384], [-6.0103, 0.5965, -3.4509], [-5.2759, 1.3249, -4.8195], [-4.5848, 2.4430, -4.4882], [-2.0489, 0.5831, -2.9708], [-2.4951, 0.2387, -1.3243], [-2.1470, -0.4586, -3.8822], [-1.0781, 1.1755, -6.6493], [-0.9693, 3.0240, -5.0135], [-2.0326, 2.7505, -1.4548], [-0.4354, 4.5710, -1.5900], [0.0165, 4.1344, -3.2387], [2.2376, 2.8879, -3.2240], [3.3287, 0.9951, -1.5222], [-0.4103, 2.1016, -0.0658], [-4.4292, 4.8328, -2.6643], [-3.8813, 3.7606, -1.3711], [-5.3910, 0.8815, -5.7955], [-4.0382, 3.0442, -5.1994], [-2.4960, -1.4297, -3.5637], [5.9403, -0.0254, -0.4795], [4.5575, -0.8012, 0.3768], [4.6066, -2.4274, -0.3931], [6.8927, -0.4664, -0.1858], [5.9428, 1.0296, -0.2089], [5.8255, -0.1063, -1.5621], [4.5058, -2.3498, -1.4769], [3.7655, -2.9893, 0.0116], [5.5271, -2.9564, -0.1464]], "forces_ev_per_angstrom": [[-0.093, 0.170, 0.214], [-0.058, -0.066, 0.022], [0.002, 0.017, -0.114], [0.105, 0.017, 0.096], [-0.042, -0.029, -0.017], [-0.002, 0.030, 0.013], [0.010, -0.028, -0.014], [-0.005, -0.019, 0.011], [-0.023, 0.013, -0.025], [-0.029, 0.006, 0.001], [-0.023, 0.042, -0.010], [0.013, 0.053, 0.073], [0.025, -0.109, -0.038], [0.021, 0.003, -0.020], [0.017, -0.005, -0.021], [-0.022, 0.000, 0.000], [0.006, -0.002, 0.007], [-0.008, 0.005, 0.003], [0.010, -0.013, -0.003], [0.012, 0.070, -0.016], [-0.025, 0.022, -0.013], [0.020, -0.033, 0.007], [0.003, 0.001, -0.004], [-0.011, -0.012, 0.007], [0.001, 0.000, 0.001], [-0.006, 0.003, 0.001], [0.000, 0.000, -0.001], [0.001, 0.012, -0.004], [-0.002, 0.001, -0.007], [-0.003, 0.000, -0.006], [0.004, 0.000, -0.001], [-0.002, 0.000, -0.001], [-0.002, 0.000, 0.003], [0.048, 0.002, 0.000], [-0.025, 0.007, -0.012], [0.025, -0.010, -0.016], [-0.045, -0.020, 0.003], [0.058, -0.016, -0.064], [0.060, 0.033, -0.020], [-0.018, -0.007, 0.004], [0.084, 0.079, -0.076], [-0.079, -0.068, 0.098], [-0.042, -0.007, 0.053], [0.037, 0.035, 0.015], [-0.011, -0.005, -0.007], [-0.010, 0.001, 0.025], [0.026, 0.026, -0.005], [-0.030, -0.109, -0.108], [-0.002, 0.001, 0.001], [-0.004, -0.002, -0.016], [-0.018, 0.000, 0.013], [0.000, 0.001, -0.001], [-0.005, -0.041, -0.037], [0.000, -0.001, -0.007], [0.001, 0.002, 0.002], [-0.003, -0.004, -0.002], [-0.001, -0.001, -0.001], [-0.030, -0.020, 0.012], [0.017, 0.008, -0.003], [-0.003, -0.014, -0.004], [-0.008, 0.026, 0.023], [-0.017, 0.004, -0.007], [-0.084, -0.043, -0.046], [-0.018, 0.049, -0.032], [0.052, -0.006, 0.002], [-0.003, 0.016, 0.014], [-0.063, 0.047, -0.036], [0.151, -0.116, -0.006], [-0.068, -0.022, 0.086], [0.019, -0.025, 0.105], [0.039, -0.046, 0.048], [-0.055, 0.050, -0.018], [0.104, -0.064, 0.066], [-0.033, 0.014, 0.005], [-0.024, 0.025, 0.000], [0.034, -0.014, -0.013], [-0.041, 0.015, -0.024], [-0.019, -0.002, 0.011], [0.045, 0.007, -0.027], [-0.007, 0.024, -0.021], [0.002, -0.002, 0.003], [-0.004, -0.008, 0.001], [0.012, 0.000, 0.012], [0.014, 0.024, -0.023], [-0.005, -0.034, -0.009], [0.002, 0.004, 0.005], [-0.009, 0.006, -0.006], [0.031, -0.017, 0.010], [0.066, 0.008, -0.082], [-0.060, 0.048, 0.003], [-0.003, -0.003, 0.008], [0.007, 0.005, -0.005], [-0.004, 0.018, -0.003], [0.006, -0.027, -0.048], [-0.016, 0.049, -0.067], [0.024, -0.033, 0.058], [-0.007, -0.011, 0.000], [0.004, -0.005, 0.019], [-0.001, 0.010, 0.001], [-0.004, 0.000, 0.003], [0.014, 0.001, -0.005], [0.004, 0.007, 0.002]]}